Formula: C36H60B2N6O7S2
Source: the OMol25 dataset
Level of theory: ωB97M-V/def2-TZVPD

Structure (XYZ):
```
113
Properties=species:S:1:pos:R:3:forces:R:3:mulliken_charge:R:1
C -0.79739 0.92264 6.05058 0.269 -0.365 0.417 -0.64
C -2.27017 0.56979 6.69122 0.506 0.236 -0.465 -0.30
C -3.42856 1.71306 6.30703 0.021 -0.950 0.596 -0.77
C -3.85408 1.62589 4.69280 0.664 -0.207 1.194 0.17
C -2.91277 2.63962 3.80965 -0.082 -0.006 -0.456 -0.54
C -3.60282 3.19226 2.42601 -0.265 1.162 0.835 -0.37
C -2.47521 4.14372 1.68137 0.691 -0.876 0.179 -0.55
C -2.31198 3.85936 0.07236 -0.727 1.567 0.011 -0.58
N -1.14330 2.93920 -0.27057 -0.596 -0.599 -2.982 0.77
C 0.18087 3.67622 -0.26818 1.223 0.509 1.293 -1.48
C 1.48853 2.66756 0.00004 -0.584 0.994 0.852 0.31
C 2.83770 3.58232 -0.15368 -0.112 0.620 -0.010 -0.32
C 4.23051 2.87824 0.33325 0.493 -0.365 -0.189 -0.42
C 4.08067 1.38889 0.99519 2.142 -0.030 0.206 -0.12
C 5.43007 1.18491 1.96322 -1.311 -0.004 0.714 -0.74
C 5.79787 -0.38925 2.24117 0.984 0.589 1.265 -0.17
C 6.64819 -0.41003 3.67988 0.197 0.056 0.225 -0.89
C -1.38184 2.15997 -1.54398 1.034 0.426 -0.273 -0.29
S -0.45419 2.29065 -2.98454 -1.276 -0.191 2.776 -0.16
S -2.79550 0.87616 -1.62014 1.092 0.620 0.776 -0.25
C -1.90419 -0.72615 -2.00670 1.640 -0.581 -0.515 -0.25
C -2.77457 -2.09038 -1.71598 -0.130 -0.442 -1.069 -0.26
C -2.01133 -3.05232 -0.62943 0.830 0.417 -0.616 -0.71
C -2.05244 -2.52168 0.92089 1.328 -0.388 0.878 1.00
B -3.09463 -1.33047 1.36691 -2.846 0.718 -0.331 0.06
N -2.69675 0.07754 1.82162 0.364 -1.460 -0.331 0.67
O -4.57098 -1.59211 1.30981 2.982 2.309 -0.046 -0.80
C -0.60115 -1.89415 1.46605 2.854 0.640 -0.615 -0.18
O 0.43027 -1.39831 0.77769 -5.956 -2.698 4.101 -0.67
N -0.69021 -2.04795 2.96858 0.617 0.258 -2.536 0.11
C -1.74199 -3.03150 3.44221 1.306 -1.437 -0.689 -0.57
C -2.13071 -3.77509 2.00851 0.903 0.623 0.012 -0.47
B -3.43034 -4.78387 1.97300 -1.726 -0.552 0.245 0.75
N -3.45606 -5.99573 1.01006 1.210 1.150 2.452 -0.69
O -4.59949 -4.59133 2.87770 1.962 -1.674 -2.717 -0.59
H -0.43837 2.00890 6.34524 -0.875 -2.145 -0.760 0.28
H -0.78778 0.77252 4.89010 -0.032 0.470 2.174 -0.04
H 0.01289 0.18300 6.49299 -1.667 1.424 -0.886 0.31
H -2.58563 -0.49495 6.26212 0.466 2.286 0.976 0.12
H -2.11606 0.46094 7.85362 -0.550 0.320 -2.272 0.32
H -4.34860 1.47349 7.02272 1.775 0.515 -1.721 0.27
H -3.05534 2.78850 6.61443 -0.627 -2.135 -0.759 0.31
H -3.67498 0.49836 4.39244 -0.455 2.321 0.377 -0.28
H -5.00543 1.82906 4.61129 2.282 -0.127 -0.091 0.37
H -2.62033 3.59115 4.45854 -0.690 -1.991 -1.295 0.47
H -1.88417 2.12663 3.50766 -2.213 0.973 0.741 -0.06
H -4.06400 2.36556 1.73728 1.308 1.421 1.361 0.09
H -4.51175 3.88800 2.76298 1.860 -1.460 -0.771 0.39
H -2.63887 5.29212 1.91204 0.176 -2.427 -0.653 0.34
H -1.42807 3.85250 2.17472 -2.171 0.716 -1.095 0.16
H -2.06826 4.89982 -0.43462 -0.520 -1.994 0.820 0.24
H -3.33141 3.50184 -0.41459 2.242 0.425 1.114 0.45
H 0.34357 4.39950 -1.17829 -0.448 -1.610 1.419 0.23
H 0.15864 4.38017 0.69634 -0.093 -1.511 -2.097 0.39
H 1.38674 2.36563 1.15001 0.169 0.390 -2.602 0.06
H 1.45820 1.70359 -0.66667 0.145 1.981 1.252 0.20
H 2.69898 4.55746 0.51005 0.076 -1.994 -1.371 0.22
H 2.95240 3.95230 -1.27158 -0.355 -0.849 2.519 0.11
H 4.83525 3.53624 1.12419 -1.579 -1.187 -1.728 0.30
H 4.95893 2.78815 -0.60748 -1.537 0.123 2.107 -0.10
H 4.17663 0.56046 0.15795 -0.733 1.650 1.706 0.22
H 3.16754 1.24484 1.71225 1.608 0.224 -1.769 0.17
H 6.33843 1.84859 1.61309 -1.698 -1.626 0.457 0.24
H 5.10068 1.63586 3.01805 0.817 -0.891 -2.197 0.24
H 4.84679 -1.05907 2.43279 1.784 1.526 -0.767 0.17
H 6.49787 -0.85246 1.39641 -1.767 0.968 1.746 0.26
H 6.45278 -1.42488 4.26338 0.692 2.092 -1.300 0.29
H 6.31102 0.46921 4.40849 0.515 -1.903 -1.677 0.25
H 7.81193 -0.22864 3.50147 -2.524 -0.619 0.371 0.23
H -0.92969 -0.76028 -1.35638 -1.818 0.112 -1.141 0.22
H -1.54994 -0.65250 -3.13503 -0.836 -0.215 2.375 0.16
H -2.78285 -2.69645 -2.74449 -0.026 1.413 2.433 0.09
H -3.91803 -1.89089 -1.47339 2.505 -0.289 -0.172 0.38
H -2.38055 -4.16475 -0.77898 0.475 2.377 0.615 0.09
H -0.86023 -3.06084 -0.94571 -2.431 0.020 0.674 0.24
H -2.26336 0.07191 2.77308 -0.443 -0.023 -1.168 -0.24
H -2.01212 0.51711 1.16801 -0.540 -0.464 0.731 -0.17
H -5.00966 -0.67517 1.34888 1.036 -1.965 0.180 0.27
H 0.20192 -1.99126 3.51741 -1.335 0.022 -1.036 0.31
H -1.09339 -3.79542 4.07977 -1.959 1.436 -0.965 0.38
H -2.65787 -2.59075 4.06807 2.055 -0.788 -1.580 0.13
H -1.17578 -4.40445 1.69231 -1.850 1.049 0.867 0.18
H -3.54280 -6.85727 1.62013 0.018 1.121 -1.313 0.25
H -2.55716 -6.03969 0.47369 -1.214 -0.238 0.752 0.26
H -5.28687 -5.25839 2.57964 1.103 1.198 0.588 0.29
O -2.32017 -5.92693 -5.42881 0.330 1.793 0.680 -0.58
N -2.10592 -4.77327 -5.02772 -0.369 -1.123 0.683 0.97
O -2.20517 -4.41151 -3.84649 0.207 -0.692 -1.667 -0.63
C -1.71273 -3.76630 -6.02064 0.252 0.701 -0.692 -0.11
C -1.62466 -4.12277 -7.37339 -0.010 0.042 0.056 -0.44
C -1.27377 -3.15474 -8.31636 -0.026 0.079 0.402 -0.44
C -1.00944 -1.84582 -7.91017 -0.027 -0.095 0.103 -0.52
C -1.08768 -1.49609 -6.56104 -0.063 -0.373 -0.104 -0.44
C -1.44039 -2.45482 -5.60914 -0.020 -0.085 -0.068 0.32
H -1.82765 -5.13840 -7.70602 0.000 0.208 0.298 0.44
H -1.20926 -3.41996 -9.36948 -0.027 0.003 0.250 0.37
H -0.74172 -1.09317 -8.64980 -0.053 -0.157 0.157 0.39
H -0.87732 -0.47458 -6.25198 -0.074 -0.213 0.018 0.53
H -1.50015 -2.16564 -4.56198 -0.032 -0.284 -0.245 0.03
O 6.16514 3.41144 -2.94812 -1.693 -0.359 -0.528 -0.58
N 5.01399 3.14471 -3.32417 0.241 1.098 0.675 1.01
O 4.01402 3.82790 -3.06083 1.578 -0.946 -0.615 -0.63
C 4.82198 1.93448 -4.13222 -0.143 -0.861 -0.530 0.06
C 5.91946 1.11219 -4.42231 -0.071 0.015 0.016 -0.45
C 5.72650 -0.05048 -5.17088 -0.309 0.257 0.094 -0.40
C 4.45076 -0.38453 -5.62808 -0.002 0.120 0.069 -0.46
C 3.36138 0.44168 -5.34661 0.402 0.097 0.143 -0.42
C 3.54147 1.60553 -4.59649 0.044 0.012 0.031 -0.27
H 6.91988 1.35851 -4.07325 -0.344 0.116 0.019 0.44
H 6.57083 -0.69869 -5.39560 -0.153 0.183 0.077 0.37
H 4.30431 -1.29505 -6.20661 0.032 0.191 0.116 0.37
H 2.37072 0.17606 -5.70896 0.183 0.104 0.114 0.47
H 2.68177 2.23723 -4.38289 0.325 -0.026 0.097 0.46
```
Forces are in eV/Å.

- HOMO energy (eV) = -8.3
- DFT total energy (hartree) = -3108.5845
- structure (SMILES) = CCCCCCCCN(CCCCCCCC)C(=S)SCCC[C@]1(B(N)O)C(=O)NC[C@H]1B(N)O.O=[N+]([O-])c1ccccc1.O=[N+]([O-])c1ccccc1
- net charge = 0